Arrangement w

Here is 2 unconnected molecules or ions with the total composition C5H14 from the Open Molecules 2025 dataset. Energies are from the ωB97M-V functional and the def2-TZVPD basis.

XYZ file:
```
19
Properties=species:S:1:pos:R:3
C -1.4258 1.3753 2.7961
C -0.3257 0.5808 2.0752
H -2.2560 0.7574 3.1614
H -1.0685 1.9639 3.6470
H -1.8073 2.1451 2.1088
H 0.3339 1.2613 1.5150
H 0.2696 -0.0791 2.6947
H -0.8306 0.0146 1.2696
C 1.1844 -0.5331 -1.9781
C 0.8649 -1.9138 -1.3157
C -0.0649 0.3509 -2.0526
H 1.8584 -0.1096 -1.2143
H 1.7407 -0.7242 -2.8970
H 0.0813 -2.4485 -1.8261
H -0.2616 0.4721 -3.1287
H -0.9575 -0.0790 -1.5875
H 0.0812 1.2742 -1.4865
H 1.8466 -2.3724 -1.5466
H 0.7368 -1.9360 -0.2347
```

HOMO energy (alpha / beta)	1.4961 / -7.3953	eV
<S²>	0.750
spin multiplicity	2
frontier orbital gap (alpha / beta)	2.690 / 11.574	eV
charge	-1

=====

Arrangement x

Here is 2 unconnected molecules or ions with the total composition C5H14 from the Open Molecules 2025 dataset. Energies are from the ωB97M-V functional and the def2-TZVPD basis.

XYZ file:
```
19
Properties=species:S:1:pos:R:3
C -0.5328 -0.4005 1.9567
C -0.0752 -0.7753 3.3498
H 0.0416 -0.8625 1.1420
H -1.5773 -0.6564 1.7446
H -0.5412 0.6716 1.7014
H -0.9545 -0.7248 3.9897
H 0.7111 -0.1459 3.7795
H 0.4468 -1.7391 3.3951
C 0.7679 0.0164 -1.8144
C -0.6523 -0.5178 -1.9894
C 0.7135 1.5768 -1.8017
H 1.4153 -0.3760 -1.0325
H 1.2551 -0.2333 -2.7565
H -0.9224 -1.2140 -2.7904
H 1.5434 2.0340 -1.2714
H 0.9068 1.9523 -2.8202
H -1.2270 0.3571 -2.2773
H -1.0597 -0.8746 -1.0375
H -0.2591 1.9121 -1.4676
```

HOMO energy (alpha / beta)	1.5613 / -7.5796	eV
<S²>	0.750
spin multiplicity	2
frontier orbital gap (alpha / beta)	2.660 / 11.787	eV
charge	-1

=====

Of them, arrangement w has the highest stability.

=====

Arrangement w

Here is 4 unconnected molecules or ions with the total composition H7O3S from the Open Molecules 2025 dataset. Energies are from the ωB97M-V functional and the def2-TZVPD basis.

XYZ file:
```
11
Properties=species:S:1:pos:R:3
S -1.5650 1.3077 -1.3022
H -2.5356 2.3222 -0.8085
H 2.0108 -1.4283 0.8781
H 1.0900 -1.2050 2.0856
O 1.8994 -1.6643 1.8316
H -1.4022 1.3035 2.1206
H -0.7398 0.8438 0.9943
O -0.7053 0.6648 1.9638
H 1.1247 -0.8084 -3.1478
H 0.1742 -0.2643 -2.1911
O 0.6486 -1.0716 -2.4244
```

HOMO energy	-3.4218	eV
frontier orbital gap	7.210	eV
charge	-1

=====

Arrangement x

Here is 4 unconnected molecules or ions with the total composition H7O3S from the Open Molecules 2025 dataset. Energies are from the ωB97M-V functional and the def2-TZVPD basis.

XYZ file:
```
11
Properties=species:S:1:pos:R:3
S 0.5345 0.8485 -0.4368
H 1.6781 0.6569 0.1922
H 0.7223 -2.7736 -0.2402
H 1.7169 -3.1892 0.7696
O 1.6018 -3.1740 -0.1552
H -2.7341 -0.5585 -1.1197
H -1.5263 -0.9203 -1.7154
O -2.3487 -1.3236 -1.5069
H 0.2515 2.8721 1.9044
H 0.0493 3.7920 0.6739
O 0.0547 3.7697 1.6340
```

HOMO energy	-3.1994	eV
frontier orbital gap	7.138	eV
charge	-1

=====

Of them, arrangement x has the highest stability.

=====

Arrangement w

Here is a single C4H5N3 molecule from the Open Molecules 2025 dataset. Energies are from the ωB97M-V functional and the def2-TZVPD basis.

XYZ file:
```
12
Properties=species:S:1:pos:R:3
C -1.9414 -0.3965 -0.0387
C -0.4942 -0.2108 0.0045
C 1.7942 -0.0380 -0.1236
C 0.0912 1.2338 0.0477
H -2.4188 0.3877 -0.6996
H -2.0413 -0.1351 1.1552
H -2.2657 -1.4172 -0.3959
H 2.9618 -1.5871 0.0210
H -0.5491 2.2208 0.3653
N 0.5711 -0.9029 -0.2076
N 2.9376 -0.4665 0.1322
N 1.3545 1.3119 -0.2606
```

HOMO energy	-10.1620	eV
SMILES string	[H]/N=C1/N=CC(C)=N1
frontier orbital gap	9.490	eV

=====

Arrangement x

Here is 3 unconnected molecules or ions with the total composition C4H5N3 from the Open Molecules 2025 dataset. Energies are from the ωB97M-V functional and the def2-TZVPD basis.

XYZ file:
```
12
Properties=species:S:1:pos:R:3
C -1.6971 0.5153 0.3721
N -0.1060 -0.3293 -0.6707
C 1.0252 -0.6729 -0.2202
C 2.0134 -1.3620 -1.0171
N 2.8185 -1.9001 -1.6505
C 0.8093 1.3933 1.8153
N 0.0129 1.7364 1.0091
H -2.0149 -0.5208 0.3097
H -1.9755 1.1468 -0.4608
H -1.8581 0.9505 1.3450
H -0.3092 -0.5756 -1.6406
H 1.2815 -0.3816 0.8086
```

HOMO energy	-9.6430	eV
frontier orbital gap	8.549	eV

=====

Arrangement y

Here is a molecular structure, C4H5N3 from the Open Molecules 2025 dataset. Energies are from the ωB97M-V functional and the def2-TZVPD basis.

XYZ file:
```
12
Properties=species:S:1:pos:R:3
N 2.7110 -1.0007 0.9632
C 1.9324 -0.5172 0.2532
C 0.8632 0.0378 -0.5487
C -1.2919 -1.2322 -0.3550
N -1.7713 -0.1536 0.1783
C -1.1902 0.9987 0.2694
N 0.1728 1.0984 0.1026
H 1.1345 0.2387 -1.5867
H -0.0863 -0.8768 -0.8279
H -1.3678 -2.1154 0.2950
H -1.7408 1.8889 0.5545
H 0.6793 1.6757 0.7622
```

HOMO energy	-8.2696	eV
frontier orbital gap	8.124	eV

=====

Of them, arrangement w has the highest stability.

=====

Arrangement w

Here is 2 unconnected molecules or ions with the total composition C4H5N3 from the Open Molecules 2025 dataset. Energies are from the ωB97M-V functional and the def2-TZVPD basis.

XYZ file:
```
12
Properties=species:S:1:pos:R:3
C 1.1429 -0.1174 -0.2133
C -1.1791 -0.1323 -0.2618
C -0.6076 1.3744 -0.0259
C 0.7475 1.2554 -0.2847
H 2.3795 -1.6053 -0.0217
H -0.1602 -1.8950 1.0818
H -2.6145 -1.4061 -0.0350
H -1.0327 2.3495 0.2766
H 1.3922 2.1172 -0.0436
N 2.3307 -0.5749 0.1051
N -0.0661 -0.9044 -0.6230
N -2.3326 -0.4610 0.0456
```

HOMO energy	-9.4985	eV
frontier orbital gap	7.024	eV

=====

Arrangement x

Here is a single C4H5N3 molecule from the Open Molecules 2025 dataset. Energies are from the ωB97M-V functional and the def2-TZVPD basis.

XYZ file:
```
12
Properties=species:S:1:pos:R:3
C -0.4147 0.4429 -0.9197
C -0.8156 -0.2894 0.2882
C -0.0290 -0.5992 1.3848
C 1.3659 -0.5195 1.5908
H 1.2254 1.0982 -1.8619
H 1.2469 0.1348 -0.3309
H -2.1009 0.2689 -1.7158
H -1.8864 -0.3610 0.5009
H -0.7538 -1.1219 2.1860
N 0.8386 0.9217 -0.9026
N -1.2106 0.6127 -1.9708
N 2.5342 -0.5883 1.7510
```

HOMO energy	-9.7127	eV
SMILES string	[H]/N=C(N)\C=C/C#N
frontier orbital gap	8.797	eV

=====

Of them, arrangement x has the highest stability.